[1]
The following is a DFT calculation (the ωB97M-V functional and the def2-TZVPD basis) of a cluster of 7 separate species, C20H34Cl6F8O4 in total.

Values from the calculation:
* M: 703.2 g/mol
* net charge: 0
* E_tot: -4643.4416 Ha
* LUMO level: 0.25 eV
* SMILES: FC(F)C(F)(F)COC(F)(F)C(F)F.C1CCOC1.C1CCOC1.C1CCOC1.ClCCl.ClCCl.ClCCl
* HOMO-LUMO gap: 9.61 eV
* energy relative to the best compared isomer or geometry (same formula, charge and spin): 0.0 kJ/mol
* 2S+1: 1
* HOMO energy: -9.37 eV

Geometry (Å):
F  2.315  -4.927  -2.943
C  2.701  -5.403  -1.729
F  3.974  -5.058  -1.464
C  1.757  -4.875  -0.640
F  0.490  -5.119  -1.055
F  1.913  -3.527  -0.541
C  1.981  -5.467  0.737
O  2.020  -6.878  0.613
C  2.412  -7.543  1.741
F  3.616  -7.112  2.161
F  1.525  -7.296  2.740
C  2.487  -9.028  1.428
F  2.806  -9.790  2.498
F  1.310  -9.502  0.895
H  2.644  -6.487  -1.851
H  1.176  -5.089  1.371
H  2.913  -5.107  1.174
H  3.208  -9.195  0.614
C  -1.892  3.888  2.385
C  -3.316  4.464  2.316
C  -4.207  3.312  2.812
O  -3.308  2.251  3.153
C  -2.165  2.387  2.349
H  -1.265  4.198  3.220
H  -1.319  4.211  1.508
H  -3.532  4.815  1.310
H  -3.422  5.317  2.989
H  -4.805  2.932  1.978
H  -4.780  3.555  3.700
H  -2.370  2.029  1.327
H  -1.353  1.742  2.682
C  -3.617  4.751  -1.706
C  -3.148  3.329  -1.358
C  -2.452  2.907  -2.626
O  -1.719  4.065  -2.981
C  -2.624  5.149  -2.842
H  -3.516  5.443  -0.874
H  -4.608  4.768  -2.156
H  -3.927  2.643  -1.024
H  -2.414  3.356  -0.550
H  -3.099  2.466  -3.396
H  -1.705  2.125  -2.463
H  -3.155  5.268  -3.796
H  -2.145  6.118  -2.704
C  2.459  3.649  -0.290
C  1.469  3.182  -1.344
C  2.336  2.540  -2.443
O  3.688  2.859  -2.106
C  3.768  2.966  -0.698
H  2.129  3.494  0.738
H  2.671  4.716  -0.394
H  0.973  4.078  -1.724
H  0.671  2.567  -0.932
H  2.129  2.993  -3.410
H  2.158  1.464  -2.517
H  4.654  3.498  -0.360
H  3.827  1.940  -0.302
Cl  -3.068  -3.617  -1.288
C  -2.066  -4.064  -2.683
Cl  -0.742  -2.927  -2.933
H  -1.698  -5.065  -2.490
H  -2.706  -4.073  -3.558
Cl  -0.400  -0.894  2.263
C  -0.504  -1.205  0.482
Cl  -0.810  0.245  -0.428
H  0.455  -1.612  0.184
H  -1.290  -1.931  0.304
Cl  4.402  1.248  2.673
C  2.858  0.882  3.407
Cl  2.003  2.374  3.908
H  2.282  0.355  2.654
H  2.968  0.247  4.279

Atomic partial charges in e from the Mulliken method, atoms 1 to 4: -0.25 0.06 -0.27 1.15


[2]
The following is a DFT calculation (the ωB97M-V functional and the def2-TZVPD basis) of a structure of composition C20H34ClO3PZr.

Values from the calculation:
* M: 480.1 g/mol
* net charge: +2
* E_tot: -1856.3045 Ha
* LUMO level: -7.93 eV
* HOMO-LUMO gap: 7.64 eV
* energy relative to the best compared isomer or geometry (same formula, charge and spin): 0.0 kJ/mol
* 2S+1: 1
* HOMO energy: -15.57 eV

Geometry (Å):
C  2.702  -4.157  -3.716
C  2.343  -3.601  -5.100
C  4.227  -4.243  -3.564
C  2.070  -5.540  -3.517
Cl  2.029  -3.021  -2.427
H  4.641  -4.928  -4.318
H  4.505  -4.619  -2.572
H  4.693  -3.260  -3.703
H  2.721  -4.272  -5.884
H  2.790  -2.610  -5.254
H  1.257  -3.512  -5.219
H  2.449  -6.242  -4.273
H  0.979  -5.490  -3.612
H  2.311  -5.942  -2.525
C  0.806  1.985  -0.163
C  1.892  1.184  0.318
C  2.186  0.188  -0.678
H  2.462  1.403  1.219
C  1.264  0.363  -1.764
C  0.473  1.517  -1.481
H  -0.204  2.011  -2.169
H  0.444  2.899  0.304
H  3.034  -0.495  -0.678
H  1.255  -0.206  -2.695
C  -0.752  -1.868  1.792
C  -0.028  -0.869  2.532
C  1.335  -0.902  2.098
H  -0.385  -0.323  3.407
C  1.462  -1.941  1.113
C  0.166  -2.513  0.898
H  -0.055  -3.368  0.259
H  -1.794  -2.130  1.953
H  2.136  -0.316  2.540
H  2.394  -2.315  0.706
Zr  -0.005  -0.215  0.226
C  -4.013  1.445  -0.555
C  -2.544  1.717  -0.452
O  -1.905  0.773  0.552
P  -2.169  1.125  2.346
O  -3.607  1.864  2.403
C  -3.972  3.204  2.967
C  -3.741  4.263  1.938
O  -1.076  2.388  2.315
C  -0.608  3.089  3.510
C  0.903  3.063  3.529
H  -4.197  0.399  -0.819
H  -4.431  2.070  -1.350
H  -4.516  1.684  0.380
H  -2.024  1.515  -1.392
H  -2.299  2.726  -0.118
H  -5.027  3.094  3.241
H  -3.371  3.358  3.872
H  -4.203  4.004  0.980
H  -4.177  5.204  2.289
H  -2.669  4.432  1.795
H  -1.004  4.114  3.444
H  -1.005  2.608  4.420
H  1.321  3.679  2.718
H  1.228  3.485  4.486
H  1.299  2.047  3.446

Atomic partial charges in e from the Mulliken method, atoms 1 to 4: 0.96 -1.42 -1.38 -1.38


[3]
The following is a DFT calculation (the ωB97M-V functional and the def2-TZVPD basis) of a cluster of 4 separate species, C20H34NO8S in total.

Values from the calculation:
* M: 448.6 g/mol
* net charge: +1
* E_tot: -1836.9082 Ha
* LUMO level: -3.97 eV
* HOMO-LUMO gap: 8.07 eV
* 2S+1: 1
* HOMO energy: -12.03 eV

Geometry (Å):
O  1.126  -4.551  2.822
N  0.886  -3.605  2.177
O  -0.281  -3.039  2.726
C  -0.967  -2.267  1.737
S  -1.600  -3.276  0.325
C  -0.616  -3.015  -1.217
C  0.336  -1.775  -1.153
C  1.682  -2.029  -0.621
C  2.622  -0.901  -0.506
C  2.119  0.397  -0.930
C  0.790  0.651  -1.463
C  -0.134  -0.470  -1.591
H  -0.323  -1.401  1.435
H  -1.869  -1.831  2.246
H  -1.375  -4.589  0.707
H  -1.279  -2.882  -2.117
H  0.040  -3.893  -1.471
H  1.991  -3.050  -0.286
H  3.651  -1.066  -0.117
H  2.798  1.269  -0.828
H  0.419  1.657  -1.766
H  -1.177  -0.380  -1.990
O  4.553  0.798  0.534
C  5.670  0.997  0.955
O  6.729  0.694  0.195
C  8.084  1.041  0.521
C  8.699  0.024  1.459
C  5.886  1.502  2.356
H  8.142  2.060  0.908
H  8.631  1.038  -0.422
H  8.168  -0.022  2.411
H  9.744  0.267  1.658
H  8.649  -0.976  1.021
H  5.812  0.666  3.051
H  5.107  2.230  2.583
H  6.836  2.012  2.501
O  1.156  4.286  0.661
C  0.021  4.543  0.347
O  -0.261  4.937  -0.907
C  -1.590  5.103  -1.422
C  -2.149  6.465  -1.066
C  -1.083  4.511  1.373
H  -2.238  4.285  -1.099
H  -1.506  5.021  -2.506
H  -2.232  6.599  0.014
H  -3.138  6.601  -1.507
H  -1.490  7.253  -1.433
H  -1.065  5.440  1.944
H  -0.903  3.672  2.045
H  -2.075  4.361  0.952
O  -7.339  -1.820  -3.321
C  -7.140  -2.419  -2.301
O  -6.115  -2.053  -1.498
C  -5.887  -2.581  -0.191
C  -5.124  -3.889  -0.257
C  -7.961  -3.631  -1.941
H  -6.822  -2.669  0.365
H  -5.283  -1.839  0.335
H  -5.682  -4.658  -0.793
H  -4.906  -4.259  0.748
H  -4.183  -3.752  -0.793
H  -7.577  -4.495  -2.482
H  -8.992  -3.448  -2.241
H  -7.986  -3.850  -0.875

Atomic partial charges in e from the Mulliken method, atoms 1 to 4: -0.36 0.40 -0.27 -0.23


In order of appearance, largest force on an atom = 2.15 2.50 3.28 eV/A.